one:
ORCA calculation (ωB97M-V/def2-TZVPD) on the molecule C21H30ClN3O2.

The geometry in XYZ format:
```
57
Properties=species:S:1:pos:R:3
C 0.27617 -3.67452 -3.38368
C 0.25340 -3.38423 -1.89534
C 1.40002 -2.91249 -1.25618
C 1.38316 -2.65325 0.11291
C 0.21582 -2.84094 0.86162
C 0.23946 -2.51471 2.35737
C -0.29109 -1.11107 2.64732
O 0.48096 -0.19579 2.91497
N -1.61166 -0.93092 2.56678
C -2.30814 0.35532 2.72481
C -2.44175 1.20430 1.41950
C -3.15475 0.38310 0.32096
C -3.29907 2.44480 1.77190
N -1.10257 1.59449 0.95263
C -0.77107 2.46857 -0.01423
O -1.61942 3.01003 -0.71892
C 0.72597 2.75292 -0.30508
C 1.74173 2.15817 0.71678
C 2.27182 0.74839 0.34317
N 2.50530 0.57487 -1.10567
C 3.38400 1.60700 -1.66749
C 2.47711 2.74772 -2.17304
C 1.06462 2.30646 -1.76286
C 1.24208 0.78133 -1.81705
C -0.93280 -3.34048 0.21988
Cl -2.40367 -3.64674 1.08083
C -0.90608 -3.60598 -1.15011
H 1.25820 -4.03510 -3.69233
H -0.43889 -4.45525 -3.64540
H 0.04280 -2.77412 -3.95246
H 2.30601 -2.72775 -1.81628
H 2.28000 -2.27296 0.58164
H -0.34963 -3.24385 2.91191
H 1.24937 -2.61216 2.75551
H -2.15993 -1.72555 2.26997
H -3.30255 0.13559 3.11665
H -1.82180 0.95242 3.50172
H -4.12159 0.01065 0.65810
H -3.33203 0.98306 -0.57239
H -2.55718 -0.47564 0.01277
H -4.25586 2.16589 2.21308
H -2.78447 3.09623 2.47880
H -3.52930 3.04681 0.89286
H -0.33733 1.13395 1.42953
H 0.71009 3.84120 -0.23921
H 2.56512 2.86184 0.84052
H 1.36420 2.20757 1.73926
H 3.20636 0.55685 0.87327
H 1.57111 -0.01022 0.68595
H 4.13822 1.95531 -0.95856
H 3.93763 1.18225 -2.50721
H 2.74757 3.71694 -1.75229
H 2.53967 2.81815 -3.25998
H 0.31245 2.65716 -2.47438
H 1.33095 0.43471 -2.84909
H 0.40777 0.23244 -1.37291
H -1.79654 -3.98273 -1.63086
```

E_LUMO   0.0199 Eh
Total charge   0
M   391.9 g/mol
Gap between HOMO and LUMO   8.90 eV
SMILES   Cc1ccc(CC(=O)NCC(C)(C)NC(=O)[C@H]2CCN3CC[C@H]2C3)c(Cl)c1
Spin multiplicity   1
HOMO level   -8.359 eV

Calculated atomic charges, method Mulliken, unit e:
1. C -1.477
2. C 0.840
3. C -0.576
4. C -0.354
5. C 0.485
6. C -2.168
7. C 0.975
8. O -0.668
9. N 0.164
10. C -1.600
11. C 1.835
12. C -1.708
13. C -2.030
14. N 0.312
15. C 0.084
16. O -0.714
17. C 0.390
18. C -1.519
19. C 0.581
20. N -0.075
21. C -0.657
22. C -1.106
23. C 0.128
24. C -1.046
25. C 0.746
26. Cl -0.282
27. C -0.777
28. H 0.387
29. H 0.399
30. H 0.265
31. H 0.315
32. H 0.284
33. H 0.611
34. H 0.469
35. H 0.133
36. H 0.510
37. H 0.344
38. H 0.395
39. H 0.422
40. H 0.333
41. H 0.489
42. H 0.442
43. H 0.380
44. H -0.131
45. H 0.554
46. H 0.420
47. H 0.586
48. H 0.484
49. H -1.031
50. H 0.328
51. H 0.374
52. H 0.388
53. H 0.329
54. H 0.772
55. H 0.280
56. H 0.267
57. H 0.421

***

two:
ORCA calculation (ωB97M-V/def2-TZVPD) on the molecule C21H30ClN3O2.

The geometry in XYZ format:
```
57
Properties=species:S:1:pos:R:3
C -0.72451 4.33487 0.54722
C -0.62609 3.14571 1.46300
C -1.73241 2.35372 1.74547
C -1.62211 1.25265 2.57974
C -0.41529 0.90438 3.17943
C -0.32020 -0.29359 4.07929
C 0.36306 -1.53089 3.50370
O 0.53581 -2.51947 4.19877
N 0.76725 -1.46780 2.21793
C 1.53008 -2.55947 1.64886
C 2.25015 -2.13164 0.37051
C 3.21151 -0.96914 0.61843
C 3.04672 -3.33373 -0.14156
N 1.26518 -1.81955 -0.68405
C 0.70202 -0.61030 -0.92544
O 0.73513 0.30269 -0.11124
C 0.05014 -0.46011 -2.30059
C -1.02962 -1.52118 -2.60877
C -2.39072 -1.15021 -2.00129
N -2.77524 0.24814 -2.22317
C -2.66173 0.62059 -3.64322
C -1.19222 1.07951 -3.87566
C -0.54288 0.94536 -2.48714
C -1.77070 1.10410 -1.58380
C 0.67827 1.72328 2.90015
Cl 2.22417 1.37998 3.63282
C 0.58663 2.81651 2.05823
H -1.67968 4.34841 0.02301
H -0.63832 5.26763 1.10784
H 0.07358 4.32254 -0.19621
H -2.68956 2.59111 1.29677
H -2.49535 0.64300 2.78098
H 0.22902 -0.05769 4.99172
H -1.31664 -0.61047 4.38951
H 0.63574 -0.62653 1.66828
H 2.26346 -2.89777 2.38457
H 0.87831 -3.41216 1.43436
H 3.99569 -1.30705 1.29730
H 3.67726 -0.66450 -0.32061
H 2.72470 -0.10283 1.05623
H 3.77213 -3.65086 0.60650
H 2.38807 -4.18024 -0.35065
H 3.58516 -3.07225 -1.05377
H 1.18619 -2.50479 -1.41579
H 0.86532 -0.58989 -3.02178
H -1.13040 -1.59295 -3.69334
H -0.74300 -2.51583 -2.26305
H -3.16406 -1.80032 -2.41601
H -2.37925 -1.31367 -0.92026
H -2.95419 -0.21759 -4.27687
H -3.35211 1.44039 -3.84515
H -0.68259 0.48495 -4.63639
H -1.16410 2.11896 -4.20439
H 0.22153 1.69846 -2.29972
H -2.12126 2.14027 -1.59420
H -1.59963 0.80833 -0.55115
H 1.47161 3.40890 1.86465
```

E_LUMO   0.0190 Eh
Total charge   0
M   391.9 g/mol
Gap between HOMO and LUMO   9.17 eV
SMILES   Cc1ccc(CC(=O)NCC(C)(C)NC(=O)[C@H]2CCN3CC[C@H]2C3)c(Cl)c1
Spin multiplicity   1
HOMO level   -8.653 eV

Calculated atomic charges, method Mulliken, unit e:
1. C -1.747
2. C 1.132
3. C -0.878
4. C -0.513
5. C 0.148
6. C -1.508
7. C 0.771
8. O -0.716
9. N 0.535
10. C -1.392
11. C 1.401
12. C -1.351
13. C -2.174
14. N 0.108
15. C -0.346
16. O -0.515
17. C -0.207
18. C -0.610
19. C -0.954
20. N -0.117
21. C -0.673
22. C -1.076
23. C 0.225
24. C -0.383
25. C 1.083
26. Cl -0.204
27. C -0.797
28. H 0.342
29. H 0.436
30. H 0.344
31. H 0.329
32. H 0.406
33. H 0.375
34. H 0.393
35. H -0.199
36. H 0.524
37. H 0.370
38. H 0.408
39. H 0.425
40. H 0.051
41. H 0.467
42. H 0.490
43. H 0.448
44. H 0.472
45. H 0.516
46. H 0.390
47. H 0.502
48. H 0.422
49. H 0.362
50. H 0.312
51. H 0.336
52. H 0.348
53. H 0.341
54. H 0.752
55. H 0.038
56. H -0.103
57. H 0.465

***

two comes first in stability; the runner-up is 0.0077 hartree higher.

***

one:
ORCA calculation (ωB97M-V/def2-TZVPD) on the molecule C25H35N5O4.

The geometry in XYZ format:
```
69
Properties=species:S:1:pos:R:3
C 4.47886 -4.38017 0.80337
C 4.10356 -3.84006 2.17621
O 3.02418 -2.90700 2.13713
C 3.34911 -1.64856 1.75238
O 4.45595 -1.32997 1.38383
N 2.29620 -0.79654 1.81276
C 1.02440 -1.15854 2.40141
C -0.12109 -0.43187 1.69548
C 0.13755 1.07164 1.76836
N -0.99092 1.84736 1.29509
C -1.26338 3.01679 1.89811
C -2.19576 4.04460 1.73429
N -3.28623 4.24760 0.97028
C -3.67931 3.33522 -0.07131
C -2.71975 3.34757 -1.28199
N -2.13623 2.03345 -1.50692
C -3.11286 1.11349 -2.07606
C -2.49263 -0.26766 -2.24713
N -1.37178 -0.16768 -3.15769
C -0.83262 -1.45711 -3.57561
C -0.24259 -2.26325 -2.44583
C 1.08602 -2.08852 -2.07635
C 1.60907 -2.75584 -0.98385
C 0.80900 -3.61085 -0.24520
C -0.51272 -3.80091 -0.61003
C -1.03453 -3.13035 -1.70250
C -0.38004 0.72758 -2.60075
C -0.99154 2.11070 -2.40547
C -1.60966 4.84525 2.81606
O -1.80546 5.96000 3.24296
C -0.64891 3.69904 3.05454
O 0.21580 3.41069 3.85177
C 1.44147 1.36412 1.01890
C 2.57399 0.62567 1.72277
H 4.85807 -3.57296 0.18234
H 5.25763 -5.12944 0.91567
H 3.61841 -4.83399 0.31755
H 4.97303 -3.35371 2.63043
H 3.74650 -4.64108 2.82778
H 0.89895 -2.23673 2.31505
H 1.01800 -0.88682 3.46633
H -1.06137 -0.68321 2.18758
H -0.17634 -0.75708 0.65413
H 0.28256 1.35147 2.81673
H -1.34940 1.68022 0.35324
H -3.65879 5.18420 0.96925
H -3.68438 2.33038 0.35998
H -4.69531 3.58674 -0.37749
H -3.23970 3.71050 -2.18336
H -1.90302 4.04226 -1.06746
H -3.97567 1.04587 -1.41139
H -3.45644 1.47332 -3.06006
H -3.23507 -0.94442 -2.67514
H -2.19310 -0.65308 -1.25619
H -0.06996 -1.25519 -4.33282
H -1.65038 -2.00825 -4.04787
H 1.71958 -1.43096 -2.65473
H 2.64075 -2.60212 -0.70966
H 1.21526 -4.12700 0.61127
H -1.14009 -4.47332 -0.04297
H -2.06551 -3.28809 -1.98700
H 0.45802 0.80364 -3.29668
H -0.00053 0.36294 -1.63027
H -0.24606 2.77950 -1.96718
H -1.28909 2.51057 -3.38843
H 1.65222 2.43410 1.03316
H 1.36337 1.03437 -0.01877
H 3.51687 0.73979 1.18582
H 2.69383 1.04170 2.73218
```

E_LUMO   0.0177 Eh
Total charge   0
M   469.6 g/mol
Gap between HOMO and LUMO   8.25 eV
SMILES   CCOC(=O)N1CCC(Nc2c(NCCN3CCN(Cc4ccccc4)CC3)c(=O)c2=O)CC1
Spin multiplicity   1
HOMO level   -7.773 eV

Calculated atomic charges, method Mulliken, unit e:
1. C -1.034
2. C -0.369
3. O -0.417
4. C 0.532
5. O -0.678
6. N 0.472
7. C -0.967
8. C 0.405
9. C -0.733
10. N 0.169
11. C 1.691
12. C -0.585
13. N -0.197
14. C -0.940
15. C -0.870
16. N 0.553
17. C -1.250
18. C -0.330
19. N 0.065
20. C -1.893
21. C 0.951
22. C -0.541
23. C -0.277
24. C -0.232
25. C -1.003
26. C -0.248
27. C -0.087
28. C -1.453
29. C 0.044
30. O -0.667
31. C -0.030
32. O -0.649
33. C -0.034
34. C -1.303
35. H 0.292
36. H 0.419
37. H 0.223
38. H 0.397
39. H 0.349
40. H 0.535
41. H 0.288
42. H 0.350
43. H -0.588
44. H 0.577
45. H -0.095
46. H 0.257
47. H 0.452
48. H 0.298
49. H 0.502
50. H 0.479
51. H 0.522
52. H 0.369
53. H 0.509
54. H 0.113
55. H 0.506
56. H 0.540
57. H 0.360
58. H 0.382
59. H 0.415
60. H 0.417
61. H 0.404
62. H 0.474
63. H -0.024
64. H 0.455
65. H 0.414
66. H 0.481
67. H -0.056
68. H 0.534
69. H 0.353

***

two:
ORCA calculation (ωB97M-V/def2-TZVPD) on the molecule C25H35N5O4.

The geometry in XYZ format:
```
69
Properties=species:S:1:pos:R:3
C -7.46751 -0.53671 1.17423
C -6.29461 -0.44793 0.27148
C -5.54423 0.60733 -0.15594
C -4.55148 -0.00189 -0.96536
N -3.50622 0.57833 -1.64829
C -3.20182 1.90382 -1.66504
O -3.87555 2.76650 -1.14760
C -1.89888 2.21731 -2.39104
C -0.77788 2.35041 -1.35362
C -0.45956 1.00189 -0.73133
O -0.85180 -0.03655 -1.25821
N 0.23316 0.98853 0.42342
C 1.00913 2.10707 0.92210
C 2.45899 2.03155 0.43173
C 3.28872 3.26755 0.79302
C 3.46183 3.40482 2.30368
C 4.65593 3.17288 0.11807
C 0.39222 -0.27552 1.14903
C 1.54376 -1.13675 0.57781
O 2.54449 -1.33192 1.24064
N 1.32271 -1.59110 -0.66057
C 2.26581 -2.37714 -1.43538
C 2.61247 -3.72093 -0.76363
C 4.08809 -3.94033 -1.08049
C 4.66231 -2.53368 -0.94990
C 3.62012 -1.66027 -1.64852
C -0.92921 -1.00081 1.27394
C -1.05720 -2.37721 1.13904
C -2.29728 -2.96107 1.33936
C -3.36413 -2.14954 1.68727
N -3.25458 -0.83887 1.82607
C -2.07541 -0.28663 1.62034
N -4.71874 -1.30394 -1.01429
O -5.80246 -1.58562 -0.24737
H -8.05026 0.37811 1.11914
H -7.13162 -0.67375 2.20180
H -8.08533 -1.38712 0.89665
H -5.64984 1.64767 0.05753
H -2.82111 -0.08009 -2.00100
H -1.65413 1.43869 -3.11237
H -2.01963 3.17075 -2.90611
H -1.10465 3.05169 -0.58399
H 0.12305 2.74660 -1.82855
H 0.97926 2.07949 2.01353
H 0.56180 3.04679 0.59846
H 2.44603 1.91803 -0.65617
H 2.93676 1.14569 0.85364
H 2.77367 4.15896 0.41523
H 3.88780 2.49379 2.71768
H 4.13272 4.23005 2.53032
H 2.51262 3.60065 2.79555
H 5.25611 4.05010 0.34676
H 5.18752 2.29139 0.46909
H 4.55093 3.10294 -0.96240
H 0.71354 -0.00865 2.16450
H 0.44082 -1.32738 -1.09048
H 1.78058 -2.55223 -2.39855
H 1.97287 -4.52989 -1.11420
H 2.49173 -3.61707 0.31418
H 4.55574 -4.65155 -0.40198
H 4.20672 -4.30378 -2.10331
H 4.71338 -2.26188 0.10405
H 5.65220 -2.43396 -1.39255
H 3.83489 -1.58931 -2.71540
H 3.59605 -0.65226 -1.23812
H -0.20276 -2.98830 0.88896
H -2.42887 -4.02614 1.23313
H -4.34783 -2.56103 1.86616
H -2.04196 0.78942 1.74415
```

E_LUMO   0.0199 Eh
Total charge   0
M   469.6 g/mol
Gap between HOMO and LUMO   9.39 eV
SMILES   Cc1cc(NC(=O)CCC(=O)N(CCC(C)C)[C@H](C(=O)NC2CCCC2)c2cccnc2)no1
Spin multiplicity   1
HOMO level   -8.852 eV

Calculated atomic charges, method Mulliken, unit e:
1. C -1.315
2. C 0.263
3. C 0.000
4. C 0.368
5. N 0.020
6. C 0.540
7. O -0.663
8. C -1.069
9. C -1.018
10. C 1.093
11. O -0.934
12. N 0.561
13. C -1.385
14. C -0.152
15. C 0.584
16. C -1.496
17. C -1.624
18. C 0.822
19. C -0.547
20. O -0.659
21. N 0.342
22. C 0.057
23. C -0.760
24. C -0.823
25. C -0.537
26. C -0.631
27. C 0.069
28. C -0.669
29. C -0.722
30. C -0.471
31. N -0.502
32. C -0.511
33. N -0.754
34. O -0.168
35. H 0.345
36. H 0.266
37. H 0.355
38. H 0.507
39. H 0.252
40. H 0.365
41. H 0.490
42. H 0.431
43. H 0.397
44. H 0.339
45. H 0.322
46. H 0.294
47. H 0.181
48. H 0.342
49. H 0.310
50. H 0.455
51. H 0.353
52. H 0.459
53. H 0.323
54. H 0.392
55. H 0.686
56. H 0.082
57. H 0.610
58. H 0.402
59. H 0.303
60. H 0.390
61. H 0.303
62. H 0.197
63. H 0.429
64. H 0.435
65. H -0.103
66. H 0.502
67. H 0.467
68. H 0.352
69. H 0.460

***

two comes first in stability; the runner-up is 0.0283 hartree higher.